[1]
The following is a DFT calculation (wB97M-V/def2-TZVPD) of C33H42BaF6O5S as an isolated structure in a non-equilibrium geometry.

The value obtained for the total energy is -72951.895 eV. The calculation puts the orbital gap at 3.6 eV. For the HOMO energy, the calculation gives -11.8 eV.

Geometry as ORCA input:
```
! wB97M-V def2-TZVPD RIJCOSX def2/J DEFGRID3
* xyz 2 1
C 3.79350 -3.03903 -2.56890
C 4.11214 -2.34452 -1.43483
C 3.22563 -1.25861 -0.83687
C 2.29663 -0.75666 -1.96509
C 2.37904 -1.96387 0.23704
S 3.19864 -2.01289 1.82489
O 2.21242 -2.24893 2.83691
O 4.25012 -2.96629 1.74252
O 3.86704 -0.57046 2.06582
C 3.66169 0.44284 1.07278
C 2.23740 1.03765 1.14838
C 1.56547 0.80148 2.50568
O 0.69650 1.88242 2.86741
C -0.44614 1.97020 2.09109
C -1.63924 2.14816 3.01942
O -2.06409 1.02097 3.72038
C -2.63595 0.13251 2.77490
C -1.83637 -0.93516 2.42967
C -2.22803 -1.85223 1.47889
C -3.46450 -1.72798 0.83515
C -3.84562 -2.74060 -0.24353
C -2.64395 -2.95549 -1.18398
C -4.07121 -4.09124 0.49217
C -5.17000 -2.42547 -0.96548
C -5.18399 -1.41762 -2.14089
C -4.37005 -0.13421 -1.90744
C -6.66099 -0.96383 -2.31477
C -4.76378 -2.03344 -3.48471
C -4.27497 -0.67736 1.22781
C -3.90222 0.25611 2.18979
C 4.61845 1.60477 1.51529
F 5.81718 1.11203 1.87695
F 4.07629 2.14853 2.65902
C 4.78711 2.71869 0.51291
C 5.75004 2.63992 -0.48073
C 5.92199 3.67572 -1.37827
C 5.14381 4.81415 -1.29611
C 4.17380 4.89126 -0.31380
C 3.29358 6.10048 -0.17535
F 3.79117 7.02238 0.65385
F 3.02177 6.66572 -1.35883
F 2.08072 5.73737 0.35189
C 4.00871 3.85779 0.58476
C 4.03313 -0.04241 -0.31919
F 5.37681 -0.39110 -0.30948
H 3.56588 -4.09739 -2.51737
H 3.76309 -2.54870 -3.53711
H 5.03082 -2.60812 -0.91954
H 1.57264 -1.51162 -2.25361
H 2.91398 -0.48940 -2.81944
H 1.79479 0.16373 -1.66420
H 1.42476 -1.45981 0.37747
H 2.22279 -3.00505 -0.02637
H 1.63540 0.57386 0.36875
H 2.23210 2.10216 0.93648
H 2.27422 0.70018 3.31593
H 1.00879 -0.13420 2.47953
H -0.39433 2.89895 1.48762
H -0.58905 1.16143 1.37358
H -2.49278 2.51423 2.42979
H -1.34969 2.97843 3.69398
H -0.87707 -1.04882 2.91561
H -1.57814 -2.67298 1.21694
H -2.93052 -3.40487 -2.12735
H -2.04682 -2.05847 -1.34123
H -1.96416 -3.66705 -0.71246
H -3.29623 -4.26731 1.23489
H -3.95533 -4.87896 -0.25076
H -5.06544 -4.15208 0.92533
H -5.57229 -3.36464 -1.34437
H -5.87283 -2.08966 -0.20458
H -3.38703 -0.29687 -1.47050
H -4.19738 0.32353 -2.88300
H -4.94109 0.60771 -1.34433
H -7.22227 -1.63603 -2.95668
H -7.15188 -0.90655 -1.34260
H -6.67162 0.04173 -2.73254
H -5.06359 -3.07293 -3.58734
H -5.17855 -1.43739 -4.29507
H -3.68156 -1.96988 -3.59637
H -5.24786 -0.58259 0.77321
H -4.60115 1.04112 2.47630
H 6.39671 1.78035 -0.57448
H 6.68181 3.60385 -2.14072
H 5.26525 5.62788 -1.99488
H 3.26551 3.91583 1.36472
H 3.94907 0.76073 -1.04912
Ba -3.85861 3.43391 2.27878
*
```

[2]
The following is a DFT calculation (wB97M-V/def2-TZVPD) of C33H42Cl3N2O9S6SiSn as an isolated structure in a non-equilibrium geometry.

The value obtained for the total energy is -172597.526 eV. The energy above the lowest of the compared OMol25 structures with the same formula, charge and spin comes out at 1.743 eV. The calculation puts the orbital gap at 7.0 eV. For the HOMO energy, the calculation gives -5.4 eV.

Geometry as ORCA input:
```
! wB97M-V def2-TZVPD RIJCOSX def2/J DEFGRID3
* xyz -1 1
Sn 0.23536 1.06037 0.26798
O -1.85234 4.35248 -1.09582
C -1.80453 3.25511 -0.57399
O -0.95948 2.32343 -0.92028
C -2.83076 2.88707 0.47658
C -4.04104 3.53762 0.40083
C -5.08420 3.18294 1.24583
C -4.93250 2.18812 2.18720
C -3.70534 1.56917 2.29882
C -2.59648 1.87373 1.46008
O -1.48391 1.23729 1.57068
N -3.61510 0.52312 3.32081
O -4.64841 -0.06367 3.60863
O -2.54023 0.29929 3.83586
N -6.37016 3.86137 1.13565
O -6.49485 4.70925 0.27057
O -7.25465 3.54163 1.91181
H -4.16796 4.31095 -0.34246
H -5.74660 1.90292 2.83434
Cl 3.99190 -3.62202 5.38914
C 3.44894 -2.67057 4.02918
C 2.35527 -1.83370 4.16336
C 1.93963 -1.08621 3.08069
Cl 0.54912 -0.06978 3.28321
C 2.56057 -1.11292 1.80521
O 2.17291 -0.43231 0.78576
C 3.68264 -1.98250 1.76211
Cl 4.57711 -2.09636 0.26338
C 4.11987 -2.74967 2.82399
H 1.82232 -1.76344 5.10066
H 4.97561 -3.39901 2.70682
O 1.61268 1.19901 -1.68523
S 2.88168 2.01395 -1.87768
C 3.17945 1.93893 -3.67581
C 4.49398 1.18955 -3.88491
C 4.53688 0.12432 -2.79004
C 4.23076 0.87605 -1.50350
H 3.16067 2.94837 -4.08081
H 2.31972 1.38258 -4.05093
H 5.33512 1.87665 -3.75911
H 4.55395 0.76978 -4.88972
H 5.49292 -0.39676 -2.73977
H 3.75797 -0.62007 -2.96436
H 5.07797 1.47744 -1.16542
H 3.86152 0.27068 -0.67408
C 4.44992 2.50332 2.55460
S 3.30120 1.91576 3.82079
C 1.93646 3.00772 3.66681
C 1.24698 3.38282 2.57103
S 1.59251 2.99358 0.89527
S -0.03305 4.54334 2.83765
C 0.13881 4.71105 4.54440
S -0.77658 5.71058 5.47534
S 1.40968 3.72285 5.17066
H 5.44038 2.20393 2.89450
H 4.40629 3.58701 2.47505
H 4.22826 2.04516 1.59438
C 1.28042 -3.16259 -0.59729
C -0.18390 -2.94106 -0.20488
C -0.24644 -2.70964 1.30506
C -0.96622 -4.23618 -0.50991
Si -0.93829 -1.47795 -1.19920
C -2.82314 -1.21917 -0.90157
C -3.63980 -2.22592 -1.73809
C -3.15738 -1.45187 0.57671
C -3.30766 0.17733 -1.29006
C -0.38884 -1.39243 -3.04570
C -0.83690 -2.69393 -3.74391
C 1.12104 -1.28378 -3.27791
C -1.06337 -0.19576 -3.72815
H 1.71807 -3.89241 0.09227
H 1.86879 -2.24916 -0.52522
H 1.37343 -3.57347 -1.60333
H 0.37995 -3.45836 1.80109
H -1.24963 -2.79721 1.71337
H 0.13372 -1.73001 1.56494
H -0.49999 -5.05709 0.04605
H -0.95456 -4.51024 -1.56571
H -2.00473 -4.17625 -0.18355
H -3.37113 -3.26699 -1.55593
H -3.55524 -2.03023 -2.80756
H -4.69609 -2.10823 -1.47240
H -3.04088 -2.49492 0.86737
H -4.20760 -1.18723 0.73749
H -2.54855 -0.83653 1.23873
H -3.29246 0.35221 -2.36345
H -2.70408 0.94275 -0.83291
H -4.34219 0.29445 -0.94951
H -0.28935 -3.55908 -3.36942
H -0.61008 -2.60282 -4.81247
H -1.90271 -2.90044 -3.65409
H 1.65119 -2.19591 -3.01425
H 1.55287 -0.45966 -2.72680
H 1.27969 -1.11204 -4.35065
H -2.14086 -0.32848 -3.81943
H -0.66210 -0.10345 -4.74378
H -0.87381 0.74246 -3.20166
*
```